33
Properties=species:S:1:pos:R:3:mulliken_charge:R:1 method="wB97M-V/def2-TZVPD" total_charge=+2 gap_ev="1.54 / 1.92" spin_multiplicity=6 energy_ha=-2556.52510 fmax_ev_per_a=3.87
C 2.53 0.37 1.04 -1.07
C 0.97 0.03 1.42 0.88
C 0.57 0.44 2.99 -1.19
C 0.50 -1.51 1.10 -0.94
C -0.82 -1.43 0.13 0.76
C -1.88 -2.68 0.44 -1.25
C -0.30 -1.37 -1.43 -0.48
O -1.07 -0.31 -2.10 -0.25
Si -0.05 0.70 -3.11 0.47
O -0.69 2.37 -2.95 -0.34
Si 0.09 3.19 -1.60 0.50
S -1.23 4.46 -0.44 -0.30
H 2.53 1.49 0.63 0.25
H 2.99 -0.29 0.19 0.30
H 3.21 0.38 2.00 0.36
H 0.31 0.77 0.75 -0.27
H -0.59 0.67 2.95 0.24
H 1.16 1.42 3.24 0.37
H 0.84 -0.47 3.68 0.35
H 0.16 -1.97 2.15 0.37
H 1.37 -2.15 0.62 0.37
H -1.45 -0.44 0.31 0.33
H -1.36 -3.64 0.84 0.42
H -2.57 -2.84 -0.50 0.10
H -2.58 -2.27 1.31 0.50
H -0.57 -2.39 -1.94 0.26
H 0.86 -1.21 -1.50 0.29
H 1.37 0.65 -2.81 -0.08
H -0.27 0.25 -4.51 -0.12
H 0.82 2.19 -0.82 -0.10
H 1.13 4.09 -2.17 -0.08
H -1.58 3.84 0.79 0.14
Mn -4.39 -2.37 -0.71 1.19

=====

19
Properties=species:S:1:pos:R:3:mulliken_charge:R:1 method="wB97M-V/def2-TZVPD" total_charge=+1 gap_ev="5.20 / 9.61" energy_ha=-344.26364 fmax_ev_per_a=5.53 relative_energy_ev=6.844
C 2.13 0.03 0.04 -0.21
C -0.09 -0.06 0.81 -0.80
C 1.10 -0.66 0.02 0.36
C -1.37 -0.19 0.16 0.70
C 3.38 0.57 -0.23 -1.12
C -1.90 -1.52 -0.25 -1.29
N -1.67 2.12 -0.01 -0.74
N -2.06 0.88 -0.19 0.38
H -0.35 -0.61 1.73 0.40
H 0.09 0.90 1.24 0.47
H 0.73 -1.56 -0.40 0.38
H 3.34 1.44 -0.90 0.30
H 4.09 -0.08 -0.84 0.31
H 3.88 0.86 0.79 0.28
H -2.23 -1.94 0.58 0.37
H -1.02 -2.09 -0.69 0.32
H -2.73 -1.41 -1.02 0.37
H -2.91 0.55 -0.67 0.26
H -2.41 2.76 -0.18 0.26

=====

26
Properties=species:S:1:pos:R:3:mulliken_charge:R:1 method="wB97M-V/def2-TZVPD" total_charge=+1 gap_ev="6.93 / 7.31" spin_multiplicity=3 energy_ha=-672.56926 fmax_ev_per_a=5.53 relative_energy_ev=0.266
C -2.01 -1.77 0.09 -1.41
C -1.69 -0.54 -0.49 0.68
C -0.65 0.16 0.29 -0.02
C -3.21 -0.14 -0.08 -1.41
C -0.47 1.63 -0.30 -1.41
C 3.16 -0.27 -1.30 -0.85
C 1.96 -0.14 1.67 -1.27
N 1.80 -0.03 -0.93 -0.15
P 0.94 -0.92 0.33 0.46
H -1.71 -1.92 1.15 0.30
H -2.70 -2.48 -0.36 0.42
H -1.72 -0.66 -1.68 0.19
H -1.06 0.12 1.27 0.54
H -3.92 -0.49 -0.80 0.46
H -3.23 0.90 -0.33 0.44
H -3.56 -0.37 0.97 0.33
H -0.36 1.54 -1.36 0.39
H 0.43 2.15 0.03 0.35
H -1.30 2.19 0.04 0.46
H 3.46 0.63 -1.82 0.36
H 3.73 -0.52 -0.45 0.32
H 3.42 -1.14 -2.08 0.27
H 1.68 -0.28 2.68 0.42
H 2.12 0.82 1.31 0.42
H 2.99 -0.37 1.68 0.43
H 1.29 -0.04 -1.82 0.29

=====

65
Properties=species:S:1:pos:R:3:mulliken_charge:R:1 method="wB97M-V/def2-TZVPD" total_charge=-1 gap_ev=6.77 energy_ha=-3690.79291 fmax_ev_per_a=2.60 relative_energy_ev=1.216
Zr 0.36 0.49 -1.42 0.41
C -3.07 0.77 -0.42 -1.24
C -3.46 -0.49 0.35 0.69
C -4.35 -0.10 1.54 -1.47
C -2.39 -1.50 0.80 0.79
C -2.92 -2.76 1.05 -0.92
C -2.17 -3.77 1.61 -1.30
C -0.86 -3.51 1.96 -1.08
C -0.25 -2.27 1.70 0.42
C 1.20 -2.18 2.19 0.62
C 1.44 -1.05 3.20 -1.40
C 2.25 -2.13 1.09 -0.98
C -1.02 -1.27 1.06 -0.72
N -0.43 -0.03 0.64 2.51
C -0.57 1.02 1.51 -0.54
C -1.09 0.97 2.82 -0.61
C -1.19 2.09 3.62 -1.02
C -0.77 3.34 3.18 -0.62
C -0.25 3.44 1.90 -0.72
C -0.18 2.31 1.13 0.48
F 0.34 2.45 -0.14 -0.23
H -3.98 1.22 -0.84 0.50
H -2.40 0.56 -1.25 -0.08
H -2.62 1.53 0.23 0.12
H -4.10 -1.06 -0.32 0.66
H -3.80 0.54 2.24 0.27
H -4.70 -0.97 2.09 0.40
H -5.22 0.46 1.19 0.42
H -3.96 -2.94 0.80 0.44
H -2.61 -4.75 1.80 0.36
H -0.27 -4.28 2.43 0.36
H 1.36 -3.11 2.72 0.53
H 1.36 -0.07 2.72 0.00
H 2.45 -1.15 3.61 0.55
H 0.72 -1.09 4.02 0.30
H 2.22 -1.18 0.56 -0.27
H 2.11 -2.92 0.35 0.27
H 3.25 -2.24 1.53 0.54
H -1.42 0.01 3.19 0.71
H -1.60 1.99 4.62 0.42
H -0.85 4.22 3.82 0.38
H 0.08 4.39 1.48 0.49
Cl 5.47 0.04 -5.85 -0.23
C 4.29 -0.33 -4.64 0.30
C 4.09 -1.64 -4.24 0.30
Cl 5.01 -2.93 -4.94 -0.23
C 3.14 -1.93 -3.25 0.00
Cl 2.85 -3.55 -2.72 -0.21
C 2.39 -0.91 -2.67 -0.14
O 1.49 -1.12 -1.71 -0.36
C 2.59 0.43 -3.09 0.35
O 1.86 1.38 -2.50 -0.71
C 3.55 0.69 -4.06 0.19
Cl 3.77 2.35 -4.53 -0.23
C -1.72 3.08 -3.31 -0.75
O -0.58 2.78 -2.51 -0.28
H -1.97 2.23 -3.94 0.29
H -1.52 3.97 -3.91 0.27
H -2.55 3.28 -2.64 0.24
H 0.08 2.38 -3.11 0.33
N 2.76 1.13 0.09 -0.57
H 2.82 2.06 -0.32 0.25
H 3.51 0.58 -0.32 0.23
H 2.94 1.20 1.08 0.22
S -0.92 -0.17 -3.28 -0.69

=====

42
Properties=species:S:1:pos:R:3:mulliken_charge:R:1 method="wB97M-V/def2-TZVPD" total_charge=+1 gap_ev=9.57 energy_ha=-917.84725 fmax_ev_per_a=3.12 relative_energy_ev=3.785
C 0.80 2.68 -1.08 -0.53
C 0.93 2.68 0.49 -0.78
C 0.17 1.61 1.21 -0.18
C -1.11 1.66 1.56 -0.27
N -1.63 0.63 2.40 -0.25
C -1.47 0.66 3.67 -0.36
N -0.17 1.55 -1.53 0.03
H 0.23 3.54 -1.47 0.32
H 1.78 2.56 -1.52 0.28
H 2.00 2.60 0.76 0.31
H 0.60 3.58 1.03 0.41
H 0.71 0.71 1.58 0.34
H -1.90 2.32 1.22 0.35
H -1.31 1.48 4.35 0.29
H -2.10 -0.13 4.11 0.26
H -0.92 1.97 -2.13 0.38
H -0.45 0.85 -0.84 0.21
H 0.33 0.93 -2.18 0.31
H 0.68 -0.77 -3.46 0.29
H 1.44 0.22 -4.24 0.32
O 0.60 0.15 -3.74 -0.66
H -1.11 -1.46 -1.15 0.28
H 0.30 -2.02 -1.44 0.23
O -0.29 -1.29 -1.63 -0.43
H 2.11 -1.99 -0.63 0.26
H 3.35 -1.75 0.10 0.29
O 2.58 -1.24 -0.20 -0.57
H -1.54 -3.33 0.35 0.34
H -0.60 -4.11 1.20 0.30
O -0.85 -4.03 0.28 -0.68
H 1.59 -4.88 -1.12 0.29
H 0.26 -4.28 -0.90 0.39
O 1.10 -4.09 -1.36 -0.67
H 3.17 0.48 4.14 0.30
H 3.13 0.03 2.62 0.30
O 2.74 0.61 3.27 -0.59
H -3.20 1.62 -2.55 0.32
H -3.24 2.72 -1.61 0.29
O -2.58 2.27 -2.15 -0.62
H -1.38 -1.31 0.59 0.34
H -2.50 -1.70 1.46 0.32
O -2.23 -1.75 0.53 -0.73

=====

69
Properties=species:S:1:pos:R:3:mulliken_charge:R:1 method="wB97M-V/def2-TZVPD" gap_ev=6.52 energy_ha=-9805.02593 fmax_ev_per_a=3.92 relative_energy_ev=1.037
Ti -0.43 -0.04 -0.04 0.68
Br -2.70 -0.26 2.57 0.01
C -0.85 -0.16 2.98 0.01
C -0.40 0.01 4.26 -0.60
C 0.98 0.06 4.48 -0.68
C 1.82 -0.15 3.40 -0.64
C 1.28 -0.32 2.14 0.38
N -0.06 -0.20 1.88 0.60
C 2.09 -0.54 0.90 0.14
O 3.27 -0.85 0.94 -0.73
O 1.40 -0.40 -0.18 -0.50
H -1.10 0.08 5.08 0.48
H 1.37 0.24 5.47 0.43
H 2.89 -0.20 3.52 0.57
S -0.49 1.23 -4.54 -0.16
C 0.30 -0.27 -4.30 -0.30
C 0.44 -0.52 -2.97 -0.80
N -0.06 0.44 -2.16 0.53
C -0.57 1.42 -2.83 -0.13
H 0.60 -0.87 -5.13 0.45
H 0.92 -1.39 -2.54 0.32
H -1.04 2.28 -2.38 0.34
C -0.51 1.72 0.73 -0.79
H -1.31 2.12 1.37 0.27
H 0.39 2.33 0.81 0.27
C -0.87 -3.44 1.70 -1.51
As -0.40 -2.79 -0.09 1.36
C -1.60 -3.89 -1.20 -1.23
C 1.27 -3.88 -0.35 -1.34
C 1.03 -5.33 -0.17 0.47
C 0.68 -6.14 -1.25 -0.38
C 0.39 -7.48 -1.07 -0.68
C 0.43 -8.04 0.20 -0.50
C 0.80 -7.26 1.28 -0.65
C 1.10 -5.92 1.10 -0.28
H -0.91 -4.53 1.72 0.56
H -1.85 -3.05 2.01 0.33
H -0.12 -3.09 2.42 0.28
H -1.85 -4.84 -0.72 0.37
H -1.11 -4.09 -2.16 0.40
H -2.52 -3.34 -1.41 0.32
H 2.02 -3.49 0.34 0.53
H 1.62 -3.67 -1.37 0.57
H 0.66 -5.72 -2.24 0.36
H 0.12 -8.09 -1.92 0.39
H 0.19 -9.09 0.34 0.39
H 0.85 -7.69 2.26 0.39
H 1.42 -5.32 1.94 0.42
C -8.69 0.43 0.37 -1.52
C -7.21 0.26 0.19 0.78
C -6.60 -0.96 0.36 -0.96
C -5.25 -1.15 0.10 0.95
C -4.66 -2.50 0.38 -0.99
C -4.50 -0.08 -0.38 0.00
Se -2.72 -0.38 -1.14 -0.08
C -5.07 1.20 -0.45 0.68
C -4.25 2.39 -0.84 -1.39
C -6.42 1.34 -0.18 -0.94
H -9.15 -0.51 0.67 0.34
H -9.14 0.75 -0.56 0.34
H -8.91 1.17 1.13 0.35
H -7.18 -1.81 0.70 0.34
H -5.04 -2.87 1.33 0.46
H -3.57 -2.43 0.44 -0.60
H -4.91 -3.21 -0.40 0.40
H -3.20 2.21 -0.60 -0.03
H -4.58 3.28 -0.30 0.45
H -4.34 2.58 -1.91 0.26
H -6.87 2.32 -0.27 0.42

=====

19
Properties=species:S:1:pos:R:3:mulliken_charge:R:1 method="wB97M-V/def2-TZVPD" gap_ev=8.74 smiles=CCCSSCC energy_ha=-993.99767 fmax_ev_per_a=3.63 relative_energy_ev=2.166
C -3.03 0.97 -1.35 -1.18
C -2.45 -0.36 -0.96 -0.31
C -0.89 -0.49 -1.06 -0.49
S -0.14 -0.63 0.48 -0.15
S 1.82 -1.40 0.02 -0.13
C 3.17 -0.40 0.98 -0.41
C 2.85 0.15 2.35 -0.89
H -2.88 0.94 -2.44 0.32
H -2.88 2.06 -1.04 0.30
H -4.16 1.10 -1.24 0.31
H -2.96 -1.13 -1.59 0.21
H -2.66 -0.56 0.13 0.28
H -0.52 -1.35 -1.72 0.35
H -0.72 0.37 -1.60 0.39
H 4.14 -0.96 0.72 0.32
H 3.23 0.39 0.24 0.28
H 3.71 0.58 2.91 0.32
H 2.12 -0.42 2.98 0.26
H 2.24 1.15 2.18 0.24

=====

161
Properties=species:S:1:pos:R:3:mulliken_charge:R:1 method="wB97M-V/def2-TZVPD" gap_ev=9.33 energy_ha=-6858.59165 fmax_ev_per_a=3.70
C 2.35 2.32 -0.38 -0.82
C 1.87 1.49 -1.60 -0.20
O 1.77 0.10 -1.37 -0.41
C 0.71 -0.38 -0.58 0.09
C -0.48 0.58 -0.31 -0.55
O -1.21 0.76 -1.53 -0.37
C -2.57 0.43 -1.45 -0.39
O -3.43 1.56 -1.50 -0.39
C -3.29 2.38 -0.35 -0.08
C -4.06 1.85 0.89 0.12
O -3.86 2.86 1.92 -0.56
C 1.15 -1.05 0.77 1.03
C 2.45 -0.48 1.39 0.00
C 2.21 0.44 2.62 0.05
O 2.88 1.36 2.77 -0.40
Br 0.77 0.10 3.91 -0.22
O 1.43 -2.43 0.43 -0.55
C 1.10 -3.31 1.50 -0.71
C -0.33 -3.92 1.36 -0.55
C -1.35 -3.33 2.38 -0.07
C -2.03 -4.40 3.26 0.28
N -3.36 -4.07 3.79 -0.67
O -1.55 -5.44 3.53 -0.47
H 2.42 3.39 -0.65 0.45
H 1.76 2.14 0.53 0.14
H 3.39 1.99 -0.17 0.22
H 2.68 1.62 -2.33 0.40
H 0.99 1.94 -2.10 0.26
H 0.26 -1.23 -1.14 0.04
H -1.09 0.10 0.49 0.51
H -0.21 1.57 0.07 0.12
H -2.85 -0.23 -0.60 0.30
H -2.82 -0.13 -2.37 0.27
H -3.77 3.34 -0.60 0.24
H -2.25 2.62 -0.08 0.12
H -5.15 1.80 0.71 -0.06
H -3.64 0.90 1.26 0.27
H -3.33 2.45 2.61 0.31
H 0.32 -1.09 1.50 0.11
H 2.99 -1.35 1.82 0.44
H 3.14 0.00 0.69 -0.45
H 1.84 -4.13 1.46 0.29
H 1.18 -2.85 2.50 0.35
H -0.26 -5.01 1.54 0.27
H -0.72 -3.83 0.33 0.43
H -0.87 -2.62 3.08 0.10
H -2.14 -2.75 1.87 0.02
H -3.19 -3.28 4.42 0.31
H -3.87 -3.65 3.00 0.33
C -8.01 2.03 -0.26 0.63
O -7.22 1.88 0.67 -0.70
N -7.65 2.60 -1.44 -0.21
N -9.30 1.62 -0.19 -0.37
H -8.28 2.73 -2.21 0.20
H -6.70 2.92 -1.53 0.13
H -9.61 1.20 0.67 0.19
H -9.96 1.73 -0.95 0.16
C 5.50 0.74 -1.78 0.75
O 4.98 1.63 -1.11 -0.71
N 5.08 -0.55 -1.71 -0.28
N 6.52 0.97 -2.64 -0.26
H 5.49 -1.30 -2.25 0.16
H 4.32 -0.76 -1.09 0.15
H 6.86 1.92 -2.71 0.09
H 6.96 0.26 -3.19 0.13
C 1.23 -8.11 4.00 0.67
O 0.55 -8.57 4.91 -0.70
N 0.80 -7.12 3.18 -0.15
N 2.50 -8.54 3.75 -0.22
H 1.36 -6.74 2.44 0.17
H -0.14 -6.76 3.33 0.18
H 2.86 -9.27 4.34 0.08
H 3.08 -8.18 3.01 0.16
C 4.78 -7.56 0.22 0.64
O 3.68 -7.38 0.71 -0.68
N 5.79 -6.67 0.32 -0.28
N 5.09 -8.69 -0.49 -0.40
H 6.70 -6.80 -0.08 0.16
H 5.60 -5.82 0.83 0.14
H 4.36 -9.38 -0.59 0.21
H 5.98 -8.86 -0.91 0.18
C -10.06 4.88 -3.79 0.56
O -9.63 3.82 -3.35 -0.69
N -9.48 6.07 -3.50 -0.44
N -11.17 4.95 -4.58 -0.42
H -9.81 6.96 -3.85 0.23
H -8.65 6.06 -2.92 0.24
H -11.62 4.08 -4.81 0.23
H -11.54 5.81 -4.95 0.16
C -10.67 8.56 -0.92 0.61
O -10.59 9.26 -1.92 -0.67
N -10.41 7.23 -0.94 -0.26
N -11.04 9.07 0.29 -0.40
H -10.46 6.64 -0.13 0.17
H -10.13 6.84 -1.83 0.28
H -11.24 10.05 0.34 0.24
H -11.11 8.52 1.13 0.16
C -6.16 8.06 -2.48 0.65
O -7.04 7.31 -2.88 -0.70
N -6.24 9.41 -2.63 -0.52
N -5.04 7.61 -1.87 -0.36
H -5.52 10.05 -2.32 0.15
H -7.06 9.78 -3.08 0.30
H -4.95 6.62 -1.75 0.19
H -4.30 8.21 -1.54 0.16
C -9.50 2.11 3.92 0.66
O -10.35 1.65 3.18 -0.64
N -8.17 1.94 3.71 -0.30
N -9.82 2.83 5.04 -0.40
H -7.46 2.31 4.31 0.15
H -7.90 1.41 2.89 0.16
H -10.80 2.98 5.22 0.22
H -9.15 3.22 5.66 0.15
C 9.18 3.56 -4.07 0.64
O 8.01 3.31 -3.79 -0.67
N 9.62 4.83 -4.31 -0.44
N 10.13 2.59 -4.17 -0.36
H 10.56 5.06 -4.54 0.15
H 8.94 5.57 -4.24 0.22
H 9.84 1.65 -4.01 0.21
H 11.09 2.77 -4.40 0.17
C -4.42 11.04 -5.50 0.57
O -3.67 10.88 -4.55 -0.64
N -4.02 11.65 -6.66 -0.39
N -5.72 10.63 -5.49 -0.29
H -4.61 11.79 -7.45 0.16
H -3.06 11.96 -6.70 0.23
H -6.04 10.18 -4.65 0.24
H -6.35 10.76 -6.25 0.17
C 3.42 -12.44 5.79 0.62
O 4.23 -11.73 6.35 -0.64
N 3.54 -13.80 5.74 -0.39
N 2.32 -11.94 5.15 -0.29
H 2.89 -14.40 5.28 0.16
H 4.34 -14.20 6.20 0.22
H 2.20 -10.94 5.17 0.13
H 1.64 -12.50 4.68 0.16
C 5.43 0.34 -6.43 0.71
O 5.84 -0.74 -6.03 -0.66
N 6.04 1.51 -6.11 -0.28
N 4.33 0.45 -7.24 -0.40
H 5.72 2.41 -6.43 0.16
H 6.85 1.46 -5.52 0.10
H 3.86 -0.40 -7.49 0.22
H 3.98 1.33 -7.58 0.16
C 8.88 -7.08 2.23 0.68
O 8.63 -6.49 1.19 -0.66
N 8.14 -8.15 2.66 -0.34
N 9.90 -6.73 3.05 -0.33
H 8.32 -8.66 3.50 0.16
H 7.37 -8.44 2.07 0.18
H 10.46 -5.95 2.78 0.20
H 10.11 -7.21 3.91 0.15
C 12.04 -4.23 4.89 0.63
O 11.18 -4.68 4.15 -0.64
N 13.38 -4.34 4.62 -0.38
N 11.74 -3.59 6.06 -0.41
H 14.10 -3.99 5.22 0.17
H 13.63 -4.81 3.77 0.21
H 10.77 -3.49 6.29 0.22
H 12.43 -3.22 6.68 0.16

=====

15
Properties=species:S:1:pos:R:3:mulliken_charge:R:1 method="wB97M-V/def2-TZVPD" gap_ev=9.91 smiles="[H]/N=C1/NO[C@H]2C[C@@]12N" energy_ha=-396.00716 fmax_ev_per_a=3.10 relative_energy_ev=3.844
H -1.36 2.19 0.53 0.21
N -0.41 2.28 0.17 -0.79
C 0.14 1.14 -0.08 0.44
N 1.52 1.09 -0.46 -0.24
O 2.04 -0.29 -0.39 -0.34
C 0.92 -1.10 -0.35 -0.17
C 0.14 -1.13 0.98 -0.79
C -0.35 -0.28 -0.17 0.40
N -1.68 -0.62 -0.75 -0.62
H 2.05 1.58 0.16 0.28
H 1.11 -2.01 -0.93 0.39
H 0.56 -0.49 1.72 0.29
H -0.53 -1.95 1.21 0.32
H -2.28 -0.29 0.02 0.32
H -1.86 -0.12 -1.66 0.29

=====

44
Properties=species:S:1:pos:R:3:mulliken_charge:R:1 method="wB97M-V/def2-TZVPD" total_charge=+2 gap_ev="2.99 / 3.34" energy_ha=-2061.01632 fmax_ev_per_a=5.68 relative_energy_ev=0.000
H -0.32 2.95 0.75 0.48
N -0.01 1.70 -0.93 0.08
B 0.62 0.62 -3.14 -0.06
N 0.58 1.88 -2.17 -0.06
C 0.98 3.17 -2.28 0.03
Pb -1.09 -0.52 -0.11 1.29
H 1.46 3.54 -3.16 0.50
C 0.64 3.85 -1.10 -0.97
H 0.79 4.88 -0.83 0.43
C 0.05 2.87 -0.28 -0.33
H 1.07 1.03 -4.19 -0.04
C -1.37 -2.48 0.41 -0.98
H -1.69 -1.94 1.33 0.26
H -0.40 -3.12 0.54 0.23
H -2.17 -2.84 -0.27 0.40
N -0.77 -0.03 -3.21 0.14
N 1.60 -0.42 -2.51 0.00
N -1.48 -0.67 -2.18 -0.19
N 1.24 -1.13 -1.39 0.13
C -1.54 -0.01 -4.34 0.02
C 2.80 -0.84 -2.93 0.03
H -1.14 0.44 -5.28 0.43
H 3.28 -0.43 -3.83 0.43
C -2.76 -0.62 -4.07 -0.99
C 3.29 -1.83 -2.07 -1.01
C -2.71 -1.01 -2.73 -0.19
C 2.27 -1.96 -1.09 -0.33
H -3.62 -0.76 -4.78 0.36
H 4.21 -2.38 -2.10 0.42
H -3.43 -1.42 -2.17 0.60
H 2.24 -2.56 -0.20 0.47
H -2.36 0.33 0.26 -0.09
F -2.85 -0.29 6.43 -0.20
C -1.91 -0.20 5.47 0.52
C -1.60 1.05 4.91 0.28
F -2.24 2.16 5.34 -0.22
C -0.68 1.12 3.86 0.22
F -0.37 2.34 3.35 -0.27
C -0.10 -0.04 3.29 0.08
S 0.85 0.00 1.86 0.08
C -0.33 -1.26 3.97 0.20
F 0.32 -2.38 3.59 -0.30
C -1.24 -1.35 5.02 0.32
F -1.55 -2.55 5.56 -0.23